Record 1
A molecular structure, C18H52FNO8, computed with ωB97M-V/def2-TZVPD.

XYZ file:
```
80
C18H52FNO8 | the Open Molecules 2025 dataset | ωB97M-V/def2-TZVPD
C -0.64495 -0.17419 5.78196
O 0.40305 0.33281 4.92996
C 0.38305 -0.31919 3.65896
C 1.53205 0.09481 2.95596
N 1.71905 -0.16519 1.56096
H 1.55505 -1.08219 1.34696
H 0.92705 0.37581 1.18896
C 2.99505 0.14381 0.86896
C 3.03005 -0.42119 -0.58204
O 4.31905 -0.10319 -1.16504
C 4.46405 -0.55619 -2.52604
H -1.59295 0.03981 5.38396
H -0.36695 0.34281 6.68296
H -0.60695 -1.22219 6.00596
H -0.50595 -0.16919 3.07396
H 0.61005 -1.36519 3.84396
H 2.43005 -0.22819 3.51896
H 1.89405 1.22081 3.14696
H 3.82505 -0.35219 1.36296
H 3.24705 1.19881 1.02096
H 2.17205 0.04481 -1.17704
H 2.91605 -1.60119 -0.57704
H 3.66305 -0.17819 -3.21504
H 4.41205 -1.70419 -2.66004
H 5.50805 -0.46819 -2.99004
F -0.60495 0.36281 0.35896
C 1.22105 1.00781 -2.60404
C 0.61405 0.02481 -3.48204
O 1.47005 -0.28219 -4.55704
H 1.50105 2.03781 -2.97004
H 2.11305 0.63481 -2.14304
H 0.52705 1.39381 -1.62704
H -0.40495 0.49981 -3.93804
H 0.50605 -0.76919 -2.78904
H 1.31205 -0.19019 -5.60704
C -0.82095 -4.03219 -1.35104
C -0.75295 -2.71619 -0.48804
O -0.73895 -1.56419 -1.27204
H -1.67695 -4.02019 -2.02004
H -1.05995 -5.01619 -0.83204
H 0.22105 -4.02419 -1.77404
H 0.03605 -2.55019 0.32296
H -1.61095 -2.73519 -0.08104
H -0.56395 -0.78019 -0.66304
C -1.91695 3.12881 -3.40204
C -1.76695 2.04981 -2.41104
O -0.61195 2.29481 -1.73404
H -1.74195 4.11781 -2.87004
H -2.90195 3.18081 -4.00804
H -1.01795 3.05181 -4.14904
H -1.45595 1.20281 -2.84204
H -2.62495 1.89081 -1.85404
H -0.40895 1.43881 -1.23004
C -1.07595 4.79281 2.21496
C -1.33595 3.59181 1.25696
O -0.23995 2.80181 1.37296
H -2.09695 5.71581 2.19696
H -0.18895 5.32181 2.07696
H -0.99695 4.72881 3.25196
H -1.72695 3.89581 0.24696
H -2.13395 2.98581 1.59896
H -0.43595 1.94081 0.71396
C -5.11795 0.37281 1.68196
C -3.74495 0.25981 0.90996
O -2.71895 0.04381 1.81296
H -5.30595 -0.51719 2.40796
H -5.82895 0.34281 0.83396
H -5.33195 1.24081 2.19696
H -3.55095 1.14281 0.57496
H -3.65495 -0.74419 0.48896
H -1.78395 0.23281 1.57596
C 0.53705 -2.81319 -0.49304
C 1.82105 -3.55819 -0.90804
O 1.64005 -4.98419 -0.81704
H 0.91405 -1.81019 -0.16804
H -0.00795 -3.31619 0.28196
H 0.07605 -2.85119 -1.49404
H 2.65405 -3.18919 -0.10604
H 2.32605 -3.39519 -1.82804
H 2.18305 -5.55419 -1.30604
```

Output
M	429.61	g/mol
orbital gap	0.1830	Eh
E	-1472.104606	Eh
LUMO energy	0.34	eV
HOMO level	-4.64	eV

Record 2
A molecular structure, C18H53O9Sr, computed with ωB97M-V/def2-TZVPD.

XYZ file:
```
81
C18H53O9Sr | the Open Molecules 2025 dataset | ωB97M-V/def2-TZVPD
Sr -1.21928 2.87973 2.58209
C -0.49312 -0.65708 1.25650
C -0.00432 0.38102 0.23534
O 0.15767 1.69340 0.73671
H 0.35609 -0.68992 1.93904
H -0.65524 -1.61539 0.76309
H -1.45298 -0.50674 1.75065
H -0.52656 0.38861 -0.72138
H 0.99418 0.00680 0.00937
C -0.43936 -4.59030 3.60405
C -0.37120 -3.12656 3.87747
O -1.57157 -2.72155 4.42948
H 0.49776 -5.03091 3.94430
H -0.68157 -4.81842 2.56607
H -1.28508 -5.06527 4.10131
H -0.16870 -2.54734 2.97658
H 0.37255 -3.00972 4.66569
H -1.47928 -1.79745 4.67261
C -3.64376 0.46806 -0.30735
C -3.53051 1.88739 0.24683
O -3.54122 2.01516 1.66132
H -4.68809 0.17389 -0.41198
H -3.22907 -0.17185 0.47153
H -3.15462 0.38648 -1.27801
H -4.44887 2.38653 -0.06233
H -2.69318 2.37584 -0.25154
H -4.34391 1.67899 2.06663
C -0.65731 6.33107 -1.45594
C 0.16418 5.39369 -0.60381
O -0.60912 4.48601 0.19058
H -0.04040 6.84326 -2.19431
H -0.88528 7.15337 -0.77774
H -1.50017 5.94122 -2.02665
H 0.78216 6.00918 0.04993
H 0.79894 4.77471 -1.23787
H -0.24813 3.61205 0.02481
C -3.66318 -3.17447 1.12325
C -4.75293 -2.71978 2.05566
O -4.24606 -1.64378 2.78373
H -4.02875 -3.96030 0.46224
H -2.71423 -3.50158 1.54822
H -3.28564 -2.34609 0.52379
H -4.93844 -3.47699 2.81744
H -5.73141 -2.40234 1.69525
H -3.34829 -1.98306 2.76142
C 3.93872 -1.50577 0.56671
C 4.88066 -1.89670 -0.56421
O 6.08071 -1.16702 -0.42545
H 2.91935 -1.86384 0.42258
H 4.06285 -0.44692 0.79371
H 4.24312 -1.98159 1.49893
H 4.44887 -1.64175 -1.53203
H 5.25824 -2.90836 -0.41559
H 5.91530 -0.32896 0.01260
C 3.71008 3.16306 -0.42276
C 3.22608 3.51515 1.01006
O 2.82784 2.26095 1.61988
H 2.85403 2.69161 -0.90549
H 4.49830 2.41539 -0.33444
H 4.16877 4.04911 -0.86163
H 2.39609 4.21385 1.11513
H 4.04837 3.89348 1.61736
H 2.06490 1.88584 1.17399
C -0.82564 -2.72520 -3.76491
C -2.02487 -2.26203 -2.96899
O -2.82359 -3.38746 -2.67804
H -1.02735 -3.05574 -4.78381
H -0.37801 -3.58049 -3.25873
H -0.09913 -1.91675 -3.84670
H -2.60614 -1.48918 -3.47190
H -1.65322 -1.82371 -2.04279
H -3.52508 -3.43326 -3.33181
C 3.33756 0.28211 -3.83543
C 2.44558 0.31983 -2.52811
O 1.54608 1.37813 -2.63494
H 4.01856 -0.56026 -3.71402
H 3.77894 1.22141 -4.16860
H 2.61392 -0.07464 -4.56835
H 3.12127 0.47397 -1.68681
H 1.80979 -0.55216 -2.37484
H 0.89595 1.12803 -1.97435
```

Output
2S+1	2
M	501.23	g/mol
orbital gap (spin up / spin down)	0.1770 / 0.3294	Eh
E	-1425.288525	Eh
LUMO energy (spin up / spin down)	0.29 / 0.04	eV
HOMO level (spin up / spin down)	-4.52 / -8.92	eV